# 1
Molecular formula: C55H61N4O
Method: DFT, ωB97M-V/def2-TZVPD

```
121
C55H61N4O, DFT ωB97M-V/def2-TZVPD
C -7.143 -1.047 3.310
C -6.990 -1.889 4.563
N -5.858 -2.787 4.442
C -5.929 -3.939 5.327
C -4.970 -5.042 4.915
C -3.556 -4.486 4.725
C -3.524 -3.188 3.962
C -4.698 -2.389 3.842
C -4.613 -1.164 3.104
C -3.413 -0.778 2.524
C -2.214 -1.563 2.599
C -0.975 -1.112 2.046
C 0.281 -1.715 2.369
C 1.343 -0.924 2.897
C 2.425 -1.489 3.552
C 2.571 -2.906 3.603
N 3.596 -3.471 4.309
C 4.711 -2.669 4.751
C 4.262 -1.317 5.282
C 3.438 -0.601 4.207
C 3.852 -4.891 4.259
C 2.567 -5.701 4.168
C 1.717 -5.212 2.989
C 1.591 -3.718 2.958
C 0.509 -3.123 2.326
C -2.347 -2.766 3.369
C -5.845 -0.317 2.962
H -7.416 -1.699 2.473
H -7.956 -0.329 3.446
H -6.868 -1.233 5.448
H -7.874 -2.515 4.733
H -5.713 -3.632 6.368
H -6.966 -4.300 5.296
H -4.981 -5.839 5.668
H -5.305 -5.483 3.970
H -3.077 -4.374 5.712
H -2.945 -5.217 4.178
H -3.354 0.184 2.010
H -0.966 -0.107 1.628
H 1.248 0.166 2.859
H 5.232 -3.219 5.539
H 5.411 -2.503 3.914
H 3.662 -1.472 6.188
H 5.125 -0.701 5.561
H 4.135 -0.207 3.444
H 2.916 0.266 4.631
H 4.492 -5.139 3.393
H 4.395 -5.154 5.173
H 2.806 -6.766 4.055
H 2.011 -5.590 5.109
H 2.184 -5.567 2.054
H 0.714 -5.659 3.023
H -0.212 -3.757 1.799
H -1.478 -3.392 3.550
H -5.895 0.049 1.930
H -5.755 0.580 3.592
C 4.275 3.161 -8.435
C 3.172 3.068 -7.429
C 3.200 3.904 -6.314
C 2.126 3.952 -5.424
C 2.009 5.085 -4.465
C 1.147 2.951 -5.522
N 0.091 2.880 -4.549
C 0.169 2.531 -3.238
C 1.337 2.489 -2.323
C 1.962 1.167 -2.036
C 2.804 1.101 -0.826
C 2.384 0.487 -3.281
C 1.427 -0.266 -3.975
C 1.753 -0.919 -5.161
C 3.024 -0.751 -5.715
C 3.990 0.014 -5.052
C 3.708 0.554 -3.794
O 1.694 3.533 -1.742
N -1.041 2.780 -2.669
C -1.234 2.846 -1.255
C -0.718 1.786 -0.475
C -0.564 0.398 -1.005
C -0.287 2.114 0.809
C -0.837 3.217 1.468
C -0.737 3.296 2.955
C -1.478 4.198 0.717
C -1.588 4.075 -0.679
C -2.023 5.247 -1.498
C -1.931 3.131 -3.681
C -1.252 3.181 -4.831
C 1.072 2.130 -6.653
C -0.040 1.163 -6.865
C 2.099 2.197 -7.600
H 4.165 2.387 -9.200
H 4.268 4.140 -8.935
H 5.252 3.058 -7.946
H 4.050 4.574 -6.168
H 0.973 5.423 -4.359
H 2.391 4.830 -3.473
H 2.596 5.933 -4.838
H 3.551 0.308 -0.965
H 3.257 2.074 -0.592
H 2.216 0.826 0.062
H 0.424 -0.343 -3.547
H 0.999 -1.533 -5.658
H 3.246 -1.202 -6.684
H 4.973 0.166 -5.512
H 4.481 1.089 -3.223
H -0.679 -0.344 -0.206
H -1.300 0.180 -1.787
H 0.462 0.276 -1.431
H 0.423 1.472 1.329
H -1.466 4.012 3.342
H -0.928 2.316 3.410
H 0.266 3.605 3.273
H -1.855 5.095 1.215
H -2.214 6.082 -0.813
H -1.257 5.590 -2.211
H -2.955 5.048 -2.042
H -2.960 3.355 -3.473
H -1.561 3.468 -5.821
H 0.202 0.564 -7.751
H -0.154 0.461 -6.032
H -0.996 1.667 -7.055
H 2.058 1.543 -8.474
```

Computed properties:
Maximum force = 5.0 eV/Å
Charge = +1
Energy relative to the best compared isomer or geometry (same formula, charge and spin) = 196.9 kJ/mol

***

# 2
Molecular formula: C7H13NSSi
Method: DFT, ωB97M-V/def2-TZVPD

```
23
C7H13NSSi, DFT ωB97M-V/def2-TZVPD
C -2.649 -1.225 -0.494
C -1.410 -0.875 -0.591
C 2.550 -2.193 -0.638
C 3.202 -2.422 0.709
C 0.400 1.673 -1.498
C -0.060 0.753 1.718
C -2.278 1.917 -0.048
N 2.015 -1.985 -1.635
Si -0.843 0.861 -0.145
S -4.130 -1.661 -0.404
H -0.678 -1.699 -0.813
H 3.905 -1.627 0.689
H 2.564 -2.143 1.502
H 3.507 -3.468 0.873
H 0.518 1.066 -2.388
H -0.225 2.521 -1.763
H 1.421 1.732 -1.227
H 0.880 1.254 1.950
H -0.837 1.346 2.374
H 0.022 -0.338 1.932
H -2.925 1.646 0.793
H -2.092 3.053 0.015
H -2.858 1.813 -0.913
```

Computed properties:
Maximum force = 3.6 eV/Å
SMILES = C[Si](C)(C)C=C=S.CC#N
Charge = 0
Energy relative to the best compared isomer or geometry (same formula, charge and spin) = 104.4 kJ/mol